2 unconnected molecules or ions with the total composition C3H3F2I at a distorted geometry. Source: OMol25; level of theory: ωB97M-V with the def2-TZVPD basis set.

The geometry in XYZ format:
```
9
Properties=species:S:1:pos:R:3
C 0.56998 -0.82689 1.36872
C 0.75777 -0.83717 0.06674
C -0.89256 1.11066 -1.11608
F -1.90686 0.28006 -1.15806
F -0.94542 1.79746 0.01304
I 2.18083 -1.51886 -1.22690
H 1.30568 -1.40036 1.97922
H -0.28459 -0.38293 1.96057
H -0.78483 1.77802 -1.88724
```

highest occupied orbital energy (spin up / spin down)	-0.3136 / -0.3286	Ha
spin multiplicity	1
lowest unoccupied orbital energy (spin up / spin down)	0.2138 / -0.6079	eV
energy above the lowest of the compared OMol25 structures with the same formula, charge and spin	425.0	kJ/mol
orbital gap (spin up / spin down)	8.747 / 8.335	eV